(one)
8
Properties=species:S:1:pos:R:3:nbo_charge:R:1 method="wB97M-V/def2-TZVPD" smiles="C=CP=P#P" orbital_gap_ev="5.64 / 5.45" multiplicity=1 lumo_ev="-2.2 / -2.2" homo_ha="-0.288 / -0.282"
C 1.001 -0.309 -0.250 -0.584
C -0.308 -0.076 0.034 -0.317
P 1.975 -1.794 -0.014 0.281
P -0.831 -3.216 1.284 0.084
P 0.895 -3.526 0.338 -0.086
H 1.712 0.444 -0.764 0.246
H -0.785 0.791 -0.138 0.196
H -0.893 -0.935 0.517 0.181



(two)
8
Properties=species:S:1:pos:R:3:nbo_charge:R:1 method="wB97M-V/def2-TZVPD" smiles="C1=P[PH]#P=C1" orbital_gap_ev=7.56 multiplicity=1 lumo_ev=-0.9 homo_ha=-0.312
C 0.507 -0.962 0.029 -0.596
C 1.134 0.258 -0.173 -0.575
P -1.161 -1.244 0.410 0.367
P 0.239 1.728 -0.097 0.345
P -1.466 0.829 0.660 -0.065
H 1.147 -1.797 -0.120 0.225
H 2.161 0.363 -0.434 0.236
H -2.561 0.825 -0.275 0.063



(three)
8
Properties=species:S:1:pos:R:3:nbo_charge:R:1 method="wB97M-V/def2-TZVPD" orbital_gap_ev=7.79 multiplicity=1 lumo_ev=-1.1 homo_ha=-0.326
C -0.062 -1.550 -0.066 -0.947
C -0.979 1.029 0.555 -0.688
P 1.555 -1.115 -0.097 0.471
P -1.600 -0.486 0.168 0.681
P 1.551 1.067 0.179 0.082
H -0.396 -2.543 -0.186 0.225
H -1.191 2.037 0.449 0.187
H 1.123 1.561 -1.002 -0.012



Stability comparison, relative energies in kJ/mol: (one) 246.4; (two) 0.0; (three) 272.3



(one)
15
Properties=species:S:1:pos:R:3:nbo_charge:R:1 method="wB97M-V/def2-TZVPD" orbital_gap_ev=9.09 total_charge=+1 multiplicity=1 lumo_ev=-4.4 homo_ha=-0.494
C -0.960 0.621 -2.431 -0.188
C -0.774 0.197 -1.325 0.104
C 0.675 0.582 0.278 0.353
C -1.191 -2.182 2.879 0.341
C 2.190 1.846 -1.256 0.129
N 1.305 1.171 -0.663 -0.351
N -0.445 -0.054 -0.044 -0.584
O -1.015 -1.159 2.233 -0.583
H 1.211 0.580 1.250 0.264
H -0.957 -2.279 4.021 0.164
H -1.584 -3.059 2.347 0.148
H -1.260 1.065 -3.407 0.279
H 2.023 2.878 -1.455 0.204
H 3.111 1.482 -1.818 0.224
H -0.972 -0.575 0.763 0.494



(two)
15
Properties=species:S:1:pos:R:3:nbo_charge:R:1 method="wB97M-V/def2-TZVPD" orbital_gap_ev=7.66 total_charge=+1 multiplicity=1 lumo_ev=-6.2 homo_ha=-0.508
C -0.247 -0.374 -2.573 0.051
C -0.505 0.629 -1.693 0.225
C 1.445 -1.171 -0.134 0.383
C -0.016 -0.829 -0.145 -0.002
C -1.092 1.378 0.721 -0.389
N -0.556 -1.267 -1.554 -0.493
N -0.222 0.656 -0.255 -0.446
O 2.309 -0.322 -0.083 -0.456
H 1.746 -2.202 -0.497 0.197
H -0.590 -1.394 0.657 0.283
H -1.174 2.436 0.450 0.270
H -2.095 0.995 0.565 0.237
H -0.728 0.984 1.607 0.232
H -1.274 -1.910 -1.679 0.433
H 0.741 1.025 -0.193 0.476



Stability comparison, relative energies in kJ/mol: (one) 0.0; (two) 361.8



(one)
45
Properties=species:S:1:pos:R:3:nbo_charge:R:1 method="wB97M-V/def2-TZVPD" smiles=COC(C[C@@H]1O[C@@H]1[C@H](O)[C@@H](C)OCc1ccccc1)OC orbital_gap_ev=9.99 multiplicity=1 lumo_ev=0.9 homo_ha=-0.335
C 3.008 2.880 -0.603 -0.252
H 3.887 2.549 -1.166 0.174
H 2.480 3.650 -1.161 0.195
H 3.329 3.275 0.366 0.182
O 2.096 1.815 -0.440 -0.567
C 2.578 0.759 0.347 0.391
O 2.689 1.116 1.699 -0.547
C 1.470 1.478 2.324 -0.267
H 0.898 2.164 1.696 0.182
H 0.857 0.599 2.547 0.176
H 1.747 1.972 3.254 0.193
C 1.659 -0.448 0.103 -0.497
C 1.979 -1.103 -1.224 0.083
C 1.104 -1.098 -2.405 0.041
C -0.236 -0.384 -2.512 0.077
O -0.248 0.866 -1.882 -0.739
H 0.667 1.169 -1.748 0.508
H -0.432 -0.238 -3.590 0.166
C -1.388 -1.244 -1.943 0.094
C -1.748 -2.407 -2.872 -0.637
H -2.020 -2.036 -3.856 0.214
H -0.907 -3.088 -2.961 0.210
H -2.592 -2.958 -2.463 0.214
O -0.990 -1.719 -0.671 -0.554
C -2.015 -1.935 0.275 -0.090
C -2.171 -0.816 1.284 0.034
C -2.595 -1.120 2.572 -0.244
C -2.764 -0.121 3.514 -0.206
C -2.506 1.198 3.179 -0.225
C -2.082 1.507 1.899 -0.196
C -1.915 0.509 0.954 -0.255
H -1.575 0.769 -0.036 0.244
H -1.882 2.533 1.629 0.211
H -2.635 1.979 3.914 0.212
H -3.093 -0.373 4.511 0.212
H -2.794 -2.149 2.838 0.206
H -2.980 -2.102 -0.225 0.179
H -1.752 -2.858 0.805 0.192
H -2.256 -0.577 -1.848 0.183
O 2.247 -0.292 -2.341 -0.498
H 1.191 -1.942 -3.086 0.183
H 2.665 -1.946 -1.146 0.179
H 1.817 -1.177 0.897 0.228
H 0.624 -0.116 0.133 0.253
H 3.613 0.510 0.057 0.158



(two)
45
Properties=species:S:1:pos:R:3:nbo_charge:R:1 method="wB97M-V/def2-TZVPD" smiles=COC(C[C@@H]1O[C@@H]1[C@H](O)[C@@H](C)OCc1ccccc1)OC orbital_gap_ev=10.08 multiplicity=1 lumo_ev=0.8 homo_ha=-0.342
C 5.180 0.907 0.461 -0.253
H 4.625 1.851 0.405 0.173
H 5.866 0.928 1.306 0.192
H 5.738 0.768 -0.469 0.180
O 4.298 -0.171 0.694 -0.557
C 3.353 -0.353 -0.328 0.376
O 3.938 -0.803 -1.521 -0.544
C 4.614 -2.044 -1.441 -0.268
H 5.282 -2.079 -2.300 0.194
H 5.196 -2.114 -0.519 0.183
H 3.913 -2.883 -1.496 0.168
C 2.270 -1.297 0.218 -0.480
C 1.588 -0.688 1.419 0.088
C 0.623 0.417 1.334 0.030
C 0.190 1.068 0.028 0.050
O 1.032 2.149 -0.285 -0.707
H 0.845 2.877 0.318 0.468
H 0.325 0.359 -0.794 0.190
C -1.321 1.428 0.107 0.072
C -1.570 2.793 0.745 -0.638
H -1.083 2.866 1.714 0.203
H -1.215 3.579 0.082 0.217
H -2.640 2.928 0.881 0.232
O -1.913 1.459 -1.177 -0.532
C -2.322 0.198 -1.677 -0.097
C -3.440 -0.405 -0.863 0.024
C -3.214 -1.493 -0.030 -0.244
C -4.241 -2.008 0.742 -0.197
C -5.500 -1.436 0.695 -0.215
C -5.730 -0.344 -0.126 -0.208
C -4.705 0.170 -0.899 -0.230
H -4.876 1.026 -1.534 0.214
H -6.711 0.108 -0.162 0.213
H -6.301 -1.838 1.298 0.213
H -4.054 -2.855 1.386 0.213
H -2.229 -1.936 0.021 0.219
H -2.660 0.408 -2.696 0.201
H -1.475 -0.500 -1.723 0.166
H -1.801 0.649 0.717 0.191
O 0.212 -0.895 1.592 -0.494
H 0.558 1.083 2.196 0.173
H 2.171 -0.755 2.335 0.189
H 1.550 -1.502 -0.574 0.224
H 2.735 -2.235 0.524 0.223
H 2.903 0.614 -0.607 0.183



Stability comparison, relative energies in kJ/mol: (one) 0.0; (two) 10.9



(one)
20
Properties=species:S:1:pos:R:3:nbo_charge:R:1 method="wB97M-V/def2-TZVPD" orbital_gap_ev=7.22 total_charge=-1 multiplicity=1 lumo_ev=3.8 homo_ha=-0.126
C 1.026 -0.754 -0.980 -0.621
C -0.337 -1.285 -1.498 -0.396
C -1.384 -0.170 -1.740 -0.517
S -2.051 0.856 -0.403 -0.626
H 1.307 0.151 -1.517 0.195
H 1.737 -1.556 -1.194 0.184
H 0.907 -0.537 0.073 0.223
H -0.195 -1.862 -2.415 0.173
H -0.748 -1.952 -0.733 0.193
H -2.249 -0.717 -2.149 0.179
H -1.029 0.406 -2.605 0.169
H 3.517 1.628 1.080 0.450
H 2.062 1.965 1.347 0.510
O 2.972 2.314 1.497 -0.979
H -1.686 -0.349 1.371 0.484
H -2.216 -0.455 2.822 0.454
O -1.695 -0.946 2.169 -1.019
H 0.024 0.633 2.237 0.480
H -0.296 1.262 0.936 0.493
O 0.334 1.370 1.703 -1.029



(two)
20
Properties=species:S:1:pos:R:3:nbo_charge:R:1 method="wB97M-V/def2-TZVPD" orbital_gap_ev=6.69 total_charge=-1 multiplicity=1 lumo_ev=3.6 homo_ha=-0.112
C -1.299 0.504 1.140 -0.619
C -1.583 1.719 0.267 -0.407
C -0.922 1.503 -1.138 -0.515
S -1.591 0.090 -2.041 -0.673
H -1.522 0.760 2.185 0.180
H -1.756 -0.440 0.872 0.224
H -0.228 0.280 1.137 0.195
H -1.176 2.651 0.662 0.174
H -2.651 1.890 0.072 0.191
H -1.116 2.436 -1.688 0.178
H 0.120 1.272 -0.943 0.182
H 2.901 -0.777 1.348 0.494
H 3.615 0.561 1.307 0.461
O 3.355 -0.117 1.912 -0.972
H -0.478 -1.648 -1.858 0.488
H -0.703 -3.042 -1.275 0.459
O -0.013 -2.539 -1.728 -1.041
H 1.465 -1.830 0.655 0.466
H 1.536 -1.735 -0.839 0.524
O 2.047 -1.538 -0.046 -0.989



(three)
20
Properties=species:S:1:pos:R:3:nbo_charge:R:1 method="wB97M-V/def2-TZVPD" orbital_gap_ev=6.33 total_charge=-1 multiplicity=1 lumo_ev=3.1 homo_ha=-0.119
C -0.498 2.971 -0.566 -0.615
C -0.413 1.451 -0.936 -0.409
C 1.033 1.009 -1.286 -0.512
S 1.236 -0.780 -0.938 -0.693
H -1.528 3.290 -0.667 0.193
H -0.078 3.098 0.442 0.188
H 0.156 3.626 -1.147 0.184
H -1.083 1.250 -1.759 0.210
H -0.697 1.048 0.051 0.194
H 1.260 1.229 -2.330 0.189
H 1.630 1.682 -0.647 0.169
H 0.854 -3.328 4.878 0.475
H 0.654 -2.900 6.260 0.455
O 0.240 -3.457 5.611 -0.930
H -0.283 -0.777 -2.479 0.494
H -0.685 -1.439 -3.825 0.453
O -0.910 -0.721 -3.249 -1.016
H 0.385 -2.235 0.606 0.495
H -1.001 -2.198 0.946 0.459
O -0.273 -2.819 1.032 -0.984



(four)
20
Properties=species:S:1:pos:R:3:nbo_charge:R:1 method="wB97M-V/def2-TZVPD" orbital_gap_ev=6.55 total_charge=-1 multiplicity=1 lumo_ev=3.5 homo_ha=-0.110
C 0.404 1.134 -2.011 -0.621
C 1.498 0.389 -1.188 -0.398
C 1.305 -1.133 -1.237 -0.531
S 0.180 -1.900 -0.048 -0.709
H 0.417 2.207 -1.820 0.187
H -0.508 0.624 -1.674 0.221
H 0.457 1.007 -3.091 0.184
H 2.422 0.637 -1.730 0.168
H 1.506 0.775 -0.171 0.195
H 2.331 -1.510 -1.188 0.172
H 0.941 -1.410 -2.232 0.175
H -2.816 2.383 0.871 0.497
H -4.242 2.782 1.266 0.463
O -3.441 3.131 0.860 -0.962
H 1.723 -2.362 2.475 0.491
H 0.907 -3.501 3.081 0.464
O 1.807 -3.242 2.872 -0.964
H -1.306 -0.120 0.970 0.502
H -1.533 0.080 2.402 0.455
O -2.052 0.027 1.592 -0.988



Stability comparison, relative energies in kJ/mol: (one) 0.0; (two) 33.6; (three) 71.1; (four) 60.2